Record 1
# C35H80CdNO15

C35H80CdNO15 as an isolated structure at a distorted geometry (ωB97M-V with the def2-TZVPD basis set, the OMol25 dataset).

Its total charge is -1. The value obtained for the total energy is -74352.1228 eV. The calculation puts the LUMO energy at 0.0123 Eh. The value obtained for the HOMO-LUMO gap is 5.3 eV.

Structure (XYZ):
```
132
Properties=species:S:1:pos:R:3:mulliken_charge:R:1
Cd 19.71194 10.24893 -14.36431 0.9286
C 18.14881 6.17261 -15.06872 -0.0416
C 19.64865 5.88677 -15.24155 2.5335
C 19.90841 4.53627 -15.93667 -0.6298
C 19.82047 4.64050 -17.47442 -0.7271
C 20.64925 5.80030 -17.98634 -1.5458
C 20.50826 7.21249 -17.28418 3.1617
N 20.48041 7.05440 -15.77520 0.9773
O 20.48507 8.33890 -15.00854 -0.3447
C 19.16503 7.81653 -17.93461 -0.5840
C 21.63652 8.08361 -17.77553 -2.8046
C 20.15195 5.59409 -13.80538 -2.0443
H 18.12842 7.06743 -14.44664 0.4122
H 17.52647 5.42755 -14.57305 -0.0099
H 17.62652 6.39974 -15.99809 -0.8256
H 19.16367 3.79929 -15.63613 -0.1651
H 20.94559 4.20408 -15.89180 -0.1854
H 18.82372 4.87767 -17.84636 0.2974
H 20.07860 3.70189 -17.96482 0.5940
H 20.26233 5.91846 -18.99848 -0.2227
H 21.69251 5.48536 -17.96370 0.1856
H 19.17147 7.94543 -19.01694 -0.0597
H 18.97558 8.73466 -17.37851 -0.5791
H 18.33908 7.11420 -17.82223 0.2848
H 21.72765 9.06603 -17.31225 0.4388
H 21.49503 8.31595 -18.83104 0.4773
H 22.63699 7.65193 -17.74699 0.2950
H 21.21868 5.37015 -13.81136 -0.2281
H 19.66141 4.72721 -13.36268 0.3345
H 19.94733 6.44364 -13.15384 0.4132
C 16.28229 10.28941 -16.86547 -0.6717
C 17.40118 10.66905 -16.20580 0.7766
C 18.53096 11.36398 -16.91754 0.6410
O 19.64871 11.53810 -16.25926 -0.9485
C 18.52579 11.66237 -18.25299 -0.9661
C 17.38169 11.39489 -19.10977 0.6261
C 16.12276 10.72735 -18.25309 0.2488
O 15.11667 10.69122 -18.95664 -0.6792
O 17.22143 11.52387 -20.32043 -0.6713
O 17.47277 10.27755 -14.97319 -0.9088
H 15.45302 9.94239 -16.26690 0.8259
H 19.44477 11.99689 -18.71123 0.4154
C 22.52549 4.94170 -10.67753 -0.8379
C 22.10614 3.50099 -10.92222 0.0658
O 21.66822 3.02778 -9.61856 -0.5826
H 21.74631 5.59836 -10.29053 0.2822
H 22.99620 5.45448 -11.51633 0.0545
H 23.39338 5.01526 -10.02220 0.3739
H 22.81422 2.81021 -11.37998 0.2554
H 21.23622 3.36336 -11.56440 0.1237
H 21.36588 2.13028 -9.77570 0.3055
C 16.15809 6.04584 -11.69159 -0.6406
C 16.00602 7.51080 -11.28186 -0.3022
O 16.32278 8.37359 -12.35111 -0.4217
H 17.13122 5.69337 -12.03348 0.0139
H 15.46572 5.76347 -12.48468 0.1590
H 15.93578 5.35231 -10.88061 0.4719
H 16.74624 7.93167 -10.60138 0.2504
H 15.02378 7.77170 -10.88785 0.2395
H 15.97625 7.98834 -13.15926 0.4454
C 23.78514 3.25921 -18.37052 -0.9521
C 24.61626 4.29318 -17.61908 0.3504
O 25.88793 3.77176 -17.45809 -0.5666
H 22.73676 3.54886 -18.44191 0.1023
H 23.88884 2.25775 -17.95286 0.2698
H 24.19764 3.08050 -19.36351 0.3391
H 24.13437 4.44574 -16.65336 -0.4752
H 24.68840 5.24061 -18.15319 0.6270
H 26.44788 4.25674 -18.06871 0.3675
C 13.56691 7.05129 -16.05361 -1.3397
C 14.91886 6.48874 -15.67584 0.1147
O 15.42049 7.41831 -14.74246 -0.4413
H 13.14885 6.36613 -16.79109 0.4494
H 13.58446 7.99061 -16.60630 0.2889
H 12.95790 7.16943 -15.15736 0.2634
H 15.55959 6.22654 -16.51775 0.1866
H 14.83058 5.55114 -15.12701 0.1181
H 15.99729 8.01852 -15.22063 -0.0447
C 17.98631 8.31971 -21.56387 -0.8923
C 16.81378 8.06830 -20.64023 0.4264
O 15.74969 8.90404 -21.03943 -0.4790
H 17.92038 7.62763 -22.40339 0.1831
H 18.88795 7.98469 -21.05112 0.2313
H 18.09793 9.32898 -21.96010 0.2311
H 16.95198 8.45966 -19.63234 -0.4254
H 16.57973 7.01261 -20.50301 0.4402
H 15.03436 8.36390 -21.38315 0.2762
C 16.68304 2.65877 -14.78734 -0.5696
C 16.57550 1.19263 -15.07580 -0.5771
O 17.49524 0.81415 -16.05299 -0.4829
H 16.66607 3.23861 -15.71016 0.2467
H 17.53990 2.92202 -14.16718 0.0982
H 15.80599 2.97728 -14.22394 0.3877
H 15.58753 0.93185 -15.45530 0.2327
H 16.80776 0.59976 -14.19111 0.3998
H 17.92979 0.06022 -15.64758 0.3088
C 22.35562 1.45156 -15.77248 -0.7762
C 23.17362 2.17629 -14.63048 0.5221
O 23.87706 1.20941 -13.82997 -0.5939
H 23.02056 0.82208 -16.36383 0.3973
H 21.83821 2.18164 -16.39487 0.0407
H 21.61952 0.78804 -15.31860 0.2681
H 22.55182 2.89352 -14.09471 -0.1401
H 23.86274 2.91484 -15.04004 0.0060
H 24.60087 0.84714 -14.34616 0.3411
C 19.38205 4.36160 -21.88185 -0.8264
C 19.55273 4.71282 -23.37154 -0.4278
O 18.94981 3.76991 -24.24792 -0.5569
H 19.69692 3.32656 -21.74893 0.4081
H 18.36251 4.47755 -21.51415 0.3875
H 19.97330 5.09699 -21.33622 0.1166
H 20.53418 5.10403 -23.63954 0.3896
H 18.92857 5.58782 -23.55293 0.2165
H 18.12614 3.55317 -23.80499 0.3064
C 24.23447 10.63434 -18.27937 -0.6696
C 24.87730 12.02042 -18.51755 -0.5289
O 25.11149 12.93962 -17.44900 -0.5090
H 23.18539 10.86222 -18.09064 0.1280
H 24.57110 10.07052 -17.40938 0.3141
H 24.14745 9.88919 -19.07012 0.3739
H 24.26614 12.49248 -19.28680 0.2905
H 25.81501 11.71678 -18.98296 0.3254
H 24.22632 13.20885 -17.19290 0.3102
C 25.40894 6.59211 -14.41366 -1.2694
C 24.00372 7.14408 -14.23380 0.7318
O 23.59217 8.23885 -14.98645 -0.5690
H 26.12622 7.39130 -14.22684 0.3521
H 25.55409 6.15039 -15.39951 0.2234
H 25.64358 5.73964 -13.77622 0.3429
H 24.00468 7.55045 -13.22239 0.2334
H 23.25045 6.35707 -14.27002 -0.3179
H 22.66702 8.11964 -15.21337 0.1849
```

=====

Record 2
# C22H61N11O10

A 7-piece molecular cluster, C22H61N11O10 overall at a distorted geometry (ωB97M-V with the def2-TZVPD basis set, the OMol25 dataset).

The value obtained for the total energy is -60669.1892 eV. The calculation puts the LUMO energy at 0.0184 Eh. The value obtained for the HOMO-LUMO gap is 9.2 eV. As for the SMILES: COCCNCCOC.COCCNCCOC.COCCNCCOC.NC(N)=O.NC(N)=O.NC(N)=O.NC(N)=O. The value obtained for the energy above the lowest of the compared OMol25 structures with the same formula, charge and spin is 32.3 kcal per mole.

Structure (XYZ):
```
104
Properties=species:S:1:pos:R:3:mulliken_charge:R:1
C -0.62488 0.78557 -3.84074 0.5599
O -0.20602 1.83613 -4.33381 -0.7022
N 0.15436 -0.34081 -3.68087 -0.2423
N -1.89212 0.66705 -3.34224 -0.0343
H -0.19926 -1.17136 -3.24393 0.0614
H 1.11282 -0.32612 -3.96831 0.2021
H -2.20210 -0.08582 -2.74094 0.2499
H -2.56312 1.39643 -3.51639 0.1625
C 0.46702 -2.37606 5.35938 0.5908
O -0.38495 -2.47597 4.47587 -0.6300
N 1.29277 -1.29583 5.51851 -0.1995
N 0.63813 -3.37557 6.30736 -0.4287
H 1.77974 -1.18326 6.38831 0.2305
H 1.23836 -0.44911 4.95507 0.2944
H -0.07505 -4.07892 6.34369 0.2540
H 1.23815 -3.27766 7.10220 0.1507
C -3.32314 3.86992 -2.46876 0.5498
O -4.28986 3.15686 -2.70450 -0.6830
N -3.11317 5.05954 -3.13946 -0.4044
N -2.26581 3.46554 -1.70753 0.0050
H -2.40029 5.71655 -2.89438 0.1604
H -3.69577 5.28400 -3.92132 0.2111
H -2.31392 2.57723 -1.23527 0.0774
H -1.37883 3.94645 -1.70497 0.1173
C -0.97075 -0.14461 0.70649 0.5621
O -2.07906 0.23478 0.31840 -0.6495
N -0.06019 -0.79505 -0.10120 0.1360
N -0.60333 -0.10410 2.04204 0.0407
H -0.16567 -0.70601 -1.09315 -0.0145
H 0.79233 -1.18230 0.30356 0.0951
H -1.28348 0.23819 2.69205 0.1754
H 0.13910 -0.71044 2.35086 -0.1519
C -1.85018 3.93656 3.19935 -0.9396
O -0.60827 3.63420 2.61341 -0.1793
C -0.70386 3.75151 1.19211 -0.8700
C 0.67494 3.49496 0.59642 0.7268
N 0.67951 3.96243 -0.79533 -0.2301
C 1.57157 3.22743 -1.70623 -0.3423
C 3.05529 3.66992 -1.57357 -0.5324
O 3.15175 4.99996 -1.09955 -0.3691
C 4.47241 5.45557 -1.04105 -0.7538
H -2.62045 3.21834 2.91512 0.3289
H -2.09864 4.97040 2.92154 0.3463
H -1.76832 4.00882 4.28628 0.2506
H -1.07698 4.73025 0.86936 0.3854
H -1.38371 2.94358 0.90354 0.2097
H 0.79151 2.40904 0.54918 -0.5956
H 1.43179 3.93420 1.25664 0.2402
H 1.08604 4.89341 -0.74686 0.3430
H 1.29042 3.46301 -2.73576 0.3185
H 1.48874 2.14871 -1.58380 0.0486
H 3.58878 3.64113 -2.53151 0.5242
H 3.56110 2.97442 -0.88282 0.1907
H 5.02560 4.98516 -0.21619 0.2791
H 4.47833 6.53243 -0.86935 0.2686
H 5.04094 5.29768 -1.96749 0.2920
C 2.72273 -3.03713 1.32989 -0.9525
O 2.31651 -1.67807 1.22069 -0.4125
C 3.25348 -0.82082 0.64036 -0.5473
C 3.81745 0.18341 1.64859 -0.7912
N 2.77380 1.04113 2.16905 0.7839
C 3.22871 1.93273 3.22148 -0.9761
C 2.20324 2.41211 4.21630 -0.2917
O 1.46207 1.33282 4.80517 -0.3946
C 0.52346 1.85442 5.74185 -0.8961
H 2.00257 -3.68128 1.80952 0.2565
H 3.73524 -3.03562 1.73705 0.3236
H 2.76364 -3.45064 0.30724 0.3626
H 2.81416 -0.29651 -0.21091 0.0939
H 4.10749 -1.43068 0.32425 0.6052
H 4.66250 0.67794 1.16920 0.3259
H 4.16876 -0.47705 2.46967 0.3624
H 1.95127 0.50110 2.38348 -0.3785
H 3.84050 2.72064 2.77498 0.3831
H 3.98120 1.35490 3.80399 0.4050
H 1.44637 3.02023 3.70078 0.0123
H 2.65378 3.06522 4.97198 0.4050
H 1.02539 1.97498 6.71536 0.3003
H -0.29755 1.14799 5.82467 0.3179
H 0.18869 2.87333 5.52877 0.3272
C -4.04300 -1.37978 -2.05112 -0.9340
O -2.70652 -1.82723 -2.29467 -0.2139
C -2.59694 -3.24863 -2.35389 -0.8687
C -2.93693 -3.76769 -3.73402 -0.5633
N -2.42443 -5.13081 -3.93115 -0.1888
C -2.90108 -6.08090 -2.93249 -0.5690
C -2.74798 -7.53320 -3.39944 -0.6978
O -1.42561 -8.01553 -3.31641 -0.3608
C -0.64162 -7.74641 -4.46142 -0.6121
H -4.01585 -0.31978 -1.78733 0.2180
H -4.39200 -1.86668 -1.13643 0.3772
H -4.69754 -1.46973 -2.91974 0.2819
H -3.06428 -3.70361 -1.47145 0.4165
H -1.53731 -3.42462 -2.11753 0.3157
H -2.39996 -3.11971 -4.43111 0.2729
H -4.00126 -3.59948 -3.95235 0.3448
H -2.90444 -5.41930 -4.78448 0.2586
H -3.95302 -5.94744 -2.63603 0.3952
H -2.30576 -6.07754 -2.01470 0.3200
H -3.20132 -7.69155 -4.38387 0.3834
H -3.23772 -8.10311 -2.60644 0.3268
H -0.79398 -8.52633 -5.22786 0.2518
H 0.41294 -7.83108 -4.20281 0.2419
H -0.87013 -6.79334 -4.93614 0.2933
```

=====

Record 3
# C2H2N2O3

One molecule with the formula C2H2N2O3 at a distorted geometry (ωB97M-V with the def2-TZVPD basis set, the OMol25 dataset).

The value obtained for the total energy is -11226.1990 eV. The calculation puts the LUMO energy at 0.0098 Eh. The value obtained for the HOMO-LUMO gap is 9.6 eV. As for the SMILES: Oc1nnoc1O. The value obtained for the energy above the lowest of the compared OMol25 structures with the same formula, charge and spin is 60.1 kcal per mole.

Structure (XYZ):
```
9
Properties=species:S:1:pos:R:3:mulliken_charge:R:1
C -0.09203 0.45561 0.41723 0.3072
C 0.27863 -0.38003 -0.60942 0.5209
H -0.11903 0.97970 2.21496 0.3933
H 2.06335 -1.02875 -0.41631 0.3238
N -1.43101 0.66790 0.17936 -0.2656
N -1.87563 0.11556 -0.83542 -0.1340
O 0.64521 0.84481 1.49427 -0.5396
O -0.84914 -0.64154 -1.36968 -0.1202
O 1.37964 -1.01327 -1.07499 -0.4857
```

=====

Number 1: HOMO energy -5.0 eV. Number 2: HOMO energy -8.7 eV. Number 3: HOMO energy -9.3 eV.